DFT (ωB97M-V/def2-TZVPD) results for C4H6N2O in the gas phase.

Geometry as XYZ:
```
13
Properties=species:S:1:pos:R:3
N -0.708 0.514 1.799
C -0.964 0.050 0.586
C -0.296 0.731 -0.503
O -0.704 1.998 -0.775
C 0.633 0.129 -1.296
C 0.939 -1.212 -0.921
N 0.474 -1.657 0.199
H -1.232 0.160 2.587
H 0.174 0.961 2.044
H -1.475 2.210 -0.232
H 1.023 0.609 -2.184
H 1.518 -1.832 -1.614
H 0.618 -2.661 0.311
```

Computed properties:
energy = -9270.14313 eV
HOMO-LUMO gap = 8.679 eV
energy above the lowest of the compared OMol25 structures with the same formula, charge and spin = 77.5 kcal/mol
lowest unoccupied orbital energy = 0.78 eV

=====

DFT (ωB97M-V/def2-TZVPD) results for C4H6N2O in the gas phase.

Geometry as XYZ:
```
13
Properties=species:S:1:pos:R:3
H -2.253 1.690 -0.742
N -1.521 0.994 -0.628
C -1.832 0.153 0.263
O -1.049 -0.891 0.591
C 0.175 -0.988 -0.136
C 1.247 -0.082 0.502
C 2.098 0.583 -0.487
N 2.768 1.114 -1.266
H -2.735 0.139 0.878
H 0.003 -0.715 -1.179
H 0.462 -2.039 -0.070
H 0.753 0.694 1.092
H 1.885 -0.654 1.182
```

Computed properties:
energy = -9272.10146 eV
HOMO-LUMO gap = 11.443 eV
energy above the lowest of the compared OMol25 structures with the same formula, charge and spin = 32.3 kcal/mol
lowest unoccupied orbital energy = 0.73 eV
SMILES = [H]/N=C/OCCC#N

=====

DFT (ωB97M-V/def2-TZVPD) results for C4H6N2O in the gas phase.

Geometry as XYZ:
```
13
Properties=species:S:1:pos:R:3
C 0.134 -2.551 -0.366
O 0.825 -1.303 -0.410
C 0.020 -0.261 -0.208
N -1.218 -0.166 -0.063
N -1.094 2.066 1.149
C -0.058 2.182 0.412
C 0.349 1.103 -0.472
H 0.911 -3.300 -0.481
H -0.379 -2.687 0.591
H -0.602 -2.655 -1.172
H -1.124 2.820 1.823
H 0.551 3.093 0.391
H 0.908 1.351 -1.384
```

Computed properties:
energy = -9268.57406 eV
HOMO-LUMO gap (spin up / spin down) = 8.474 / 8.394 eV
energy above the lowest of the compared OMol25 structures with the same formula, charge and spin = 113.6 kcal/mol
lowest unoccupied orbital energy (spin up / spin down) = -0.33 / -0.79 eV

=====

DFT (ωB97M-V/def2-TZVPD) results for C4H6N2O in the gas phase.

Geometry as XYZ:
```
13
Properties=species:S:1:pos:R:3
N -2.241 -0.463 0.340
C -0.913 -0.055 0.083
C -0.329 1.171 -0.088
C 1.075 0.960 -0.268
C 1.282 -0.383 -0.158
O 2.444 -1.090 -0.103
N 0.083 -1.013 0.028
H -2.698 -0.782 -0.510
H -2.770 0.329 0.687
H -0.832 2.127 -0.050
H 1.837 1.688 -0.513
H 3.064 -0.479 0.315
H -0.044 -1.990 0.238
```

Computed properties:
energy = -9272.54843 eV
HOMO-LUMO gap = 8.269 eV
energy above the lowest of the compared OMol25 structures with the same formula, charge and spin = 22.0 kcal/mol
lowest unoccupied orbital energy = 0.90 eV
SMILES = Nc1ccc(O)[nH]1

=====

DFT (ωB97M-V/def2-TZVPD) results for 2 unconnected molecules or ions with the total composition C4H6N2O.

Geometry as XYZ:
```
13
Properties=species:S:1:pos:R:3
C -0.357 0.532 -1.365
C -1.484 1.613 0.154
C -0.171 -0.025 -0.118
C 1.174 -1.892 0.845
N -0.924 0.601 0.858
N -1.261 1.572 -1.168
O 2.542 -1.575 1.117
H -0.159 0.459 -2.451
H -2.091 2.428 0.495
H 0.579 -2.176 1.632
H 1.010 -2.612 -0.087
H -1.506 2.158 -1.913
H 2.646 -1.083 2.002
```

Computed properties:
energy = -9268.19593 eV
HOMO-LUMO gap (spin up / spin down) = 8.901 / 8.861 eV
energy above the lowest of the compared OMol25 structures with the same formula, charge and spin = 122.4 kcal/mol
lowest unoccupied orbital energy (spin up / spin down) = 0.52 / 0.50 eV

=====

DFT (ωB97M-V/def2-TZVPD) results for C4H6N2O in the gas phase.

Geometry as XYZ:
```
13
Properties=species:S:1:pos:R:3
H -2.954 0.688 -0.132
N -2.300 -0.185 0.043
C -0.995 0.074 -0.152
C -0.076 1.289 -0.004
O 1.252 1.221 -0.263
C 1.755 -0.153 0.036
C 1.123 -1.315 -0.128
N -0.254 -1.181 -0.283
H -0.289 1.731 1.084
H -0.562 2.153 -0.774
H 2.848 -0.201 0.315
H 1.609 -2.264 0.385
H -1.156 -1.858 -0.128
```

Computed properties:
energy = -9269.29196 eV
HOMO-LUMO gap = 9.138 eV
energy above the lowest of the compared OMol25 structures with the same formula, charge and spin = 97.1 kcal/mol
lowest unoccupied orbital energy = 0.85 eV
SMILES = [H]/N=C1\COC=CN1

=====

DFT (ωB97M-V/def2-TZVPD) results for C4H6N2O in the gas phase.

Geometry as XYZ:
```
13
Properties=species:S:1:pos:R:3
N -2.247 -0.500 0.280
C -0.917 -0.049 0.117
C -0.340 1.180 -0.022
C 1.079 0.987 -0.160
C 1.287 -0.362 -0.105
O 2.392 -1.149 -0.197
N 0.089 -1.000 0.057
H -2.670 -0.721 -0.618
H -2.816 0.214 0.718
H -0.867 2.126 -0.050
H 1.830 1.751 -0.314
H 3.168 -0.577 -0.214
H 0.012 -1.898 0.508
```

Computed properties:
energy = -9272.60056 eV
HOMO-LUMO gap = 8.276 eV
energy above the lowest of the compared OMol25 structures with the same formula, charge and spin = 20.8 kcal/mol
lowest unoccupied orbital energy = 0.88 eV
SMILES = Nc1ccc(O)[nH]1

=====

DFT (ωB97M-V/def2-TZVPD) results for C4H6N2O in the gas phase.

Geometry as XYZ:
```
13
Properties=species:S:1:pos:R:3
C 1.293 1.728 -1.016
C 0.388 0.686 -0.423
N -0.926 0.718 -0.801
O -1.606 -0.226 -0.318
C -0.414 -1.219 0.490
N -0.936 -1.771 1.639
C 0.742 -0.380 0.397
H 0.751 2.652 -1.238
H 2.119 1.945 -0.337
H 1.725 1.362 -1.955
H -1.714 -2.398 1.492
H -1.093 -1.131 2.405
H -0.362 -1.943 -0.334
```

Computed properties:
energy = -9268.27456 eV
HOMO-LUMO gap = 8.151 eV
energy above the lowest of the compared OMol25 structures with the same formula, charge and spin = 120.5 kcal/mol
lowest unoccupied orbital energy = -0.84 eV

=====

DFT (ωB97M-V/def2-TZVPD) results for C4H6N2O in the gas phase.

Geometry as XYZ:
```
13
Properties=species:S:1:pos:R:3
C -1.672 0.338 2.726
C 1.286 -0.319 -2.626
C 1.228 -0.135 -1.128
C -0.943 0.210 1.498
O 2.207 -0.083 -0.404
N -0.063 -0.055 -0.708
N -0.407 0.073 0.474
H -0.988 0.369 3.575
H -2.344 -0.526 2.845
H -2.258 1.248 2.707
H 1.779 -1.291 -2.854
H 1.907 0.468 -3.055
H 0.268 -0.297 -3.049
```

Computed properties:
energy = -9270.55012 eV
HOMO-LUMO gap = 9.371 eV
energy above the lowest of the compared OMol25 structures with the same formula, charge and spin = 68.1 kcal/mol
lowest unoccupied orbital energy = 0.53 eV

=====

DFT (ωB97M-V/def2-TZVPD) results for C4H6N2O in the gas phase.

Geometry as XYZ:
```
13
Properties=species:S:1:pos:R:3
C 2.007 0.531 0.322
C 0.598 0.082 0.088
C 0.155 -1.124 -0.362
N -1.234 -1.025 -0.393
C -1.527 0.226 0.024
O -2.809 0.628 0.072
N -0.475 0.930 0.332
H 2.100 1.595 0.085
H 2.709 -0.030 -0.305
H 2.308 0.393 1.368
H 0.673 -2.024 -0.660
H -1.895 -1.711 -0.717
H -2.790 1.556 0.346
```

Computed properties:
energy = -9273.24867 eV
HOMO-LUMO gap = 8.971 eV
energy above the lowest of the compared OMol25 structures with the same formula, charge and spin = 5.8 kcal/mol
lowest unoccupied orbital energy = 0.82 eV
SMILES = Cc1c[nH]c(O)n1

=====

DFT (ωB97M-V/def2-TZVPD) results for C4H6N2O in the gas phase.

Geometry as XYZ:
```
13
Properties=species:S:1:pos:R:3
C -0.063 -1.005 1.824
C -0.136 -0.194 0.575
N -0.172 1.073 0.481
C -0.212 1.323 -0.958
C -0.425 0.018 -1.708
O 1.144 1.381 -1.481
N -0.223 -0.832 -0.697
H -0.038 -0.336 2.684
H 0.834 -1.634 1.830
H -0.935 -1.665 1.904
H -0.756 2.244 -1.182
H 1.054 1.450 -2.446
H -0.072 -1.821 -0.827
```

Computed properties:
energy = -9270.38801 eV
HOMO-LUMO gap = 9.624 eV
energy above the lowest of the compared OMol25 structures with the same formula, charge and spin = 71.8 kcal/mol
lowest unoccupied orbital energy = 0.62 eV

=====

DFT (ωB97M-V/def2-TZVPD) results for C4H6N2O in the gas phase.

Geometry as XYZ:
```
13
Properties=species:S:1:pos:R:3
H 1.289 0.264 -1.948
N 1.114 -0.469 -1.274
C 1.329 -0.188 -0.070
C 1.749 1.099 0.490
N 2.086 2.125 0.908
O 0.738 -1.022 0.820
C -0.596 -0.537 0.810
C -1.221 -0.290 -0.906
H -1.137 -1.216 1.516
H -0.616 0.475 1.246
H -0.818 -0.050 -1.946
H -1.746 -1.211 -1.113
H -1.841 0.579 -0.736
```

Computed properties:
energy = -9268.93672 eV
HOMO-LUMO gap = 10.272 eV
energy above the lowest of the compared OMol25 structures with the same formula, charge and spin = 105.3 kcal/mol
lowest unoccupied orbital energy = 0.11 eV
SMILES = [H]/N=C(\C#N)OCC

=====

Q: energy above the lowest of the compared OMol25 structures with the same formula, charge and spin of number 2 (C4H6N2O)?
A: 32.3 kcal/mol

=====

What did the fifth record say?
DFT (ωB97M-V/def2-TZVPD) results for 2 unconnected molecules or ions with the total composition C4H6N2O.

Geometry as XYZ:
```
13
Properties=species:S:1:pos:R:3
C -0.357 0.532 -1.365
C -1.484 1.613 0.154
C -0.171 -0.025 -0.118
C 1.174 -1.892 0.845
N -0.924 0.601 0.858
N -1.261 1.572 -1.168
O 2.542 -1.575 1.117
H -0.159 0.459 -2.451
H -2.091 2.428 0.495
H 0.579 -2.176 1.632
H 1.010 -2.612 -0.087
H -1.506 2.158 -1.913
H 2.646 -1.083 2.002
```

Computed properties:
energy = -9268.19593 eV
HOMO-LUMO gap (spin up / spin down) = 8.901 / 8.861 eV
energy above the lowest of the compared OMol25 structures with the same formula, charge and spin = 122.4 kcal/mol
lowest unoccupied orbital energy (spin up / spin down) = 0.52 / 0.50 eV